Entry from the Open Molecules 2025 dataset: a structure of composition C3H5CoO3 in a non-equilibrium geometry (ωB97M-V/def2-TZVPD).

Positions of all 12 atoms, in Å:
H -1.92117 1.11567 1.09146
O 1.63780 0.31933 -0.44944
C 1.13283 -0.84895 -0.40843
C -0.90174 0.76259 0.75827
O 1.85526 -1.81598 -0.02088
O -0.12806 -1.07123 -0.65734
C -1.06441 0.02626 -0.55381
Co 3.22729 -0.49945 0.08873
H -0.31614 1.68260 0.63738
H -0.55998 0.08955 1.55519
H -0.91406 0.68976 -1.41295
H -2.04762 -0.45014 -0.62817

Properties
Spin multiplicity = 4
⟨S²⟩ = 3.756
Relative energy (zero: lowest compared OMol25 entry of this formula, charge and spin) = 0.0 kcal per mole
Net charge = +1
Electronic energy = -46952.7485 eV
Kohn-Sham gap (alpha / beta) = 8.8 / 8.5 eV

Here are the natural (NBO) charges for atoms 1 to 2, given in e:
1. H 0.25
2. O -0.75